[1]
Density functional theory data (ωB97M-V/def2-TZVPD) for a molecular structure, C18H31N6O6PdSSeSi in a non-equilibrium geometry.

Geometry as ORCA input:
```
! wB97M-V def2-TZVPD RIJCOSX def2/J DEFGRID3
* xyz -1 1
Pd 0.472 -0.791 0.825
C 0.001 0.467 7.507
Si 1.187 -0.137 6.156
C 1.047 -2.016 6.014
C 2.963 0.363 6.617
C 0.700 0.706 4.543
C 0.156 1.993 4.531
C -0.256 2.611 3.370
C -0.131 1.924 2.170
N 0.417 0.725 2.146
C 0.829 0.099 3.294
S 1.451 -1.470 2.796
H 0.252 -0.008 8.459
H -1.029 0.200 7.261
H 0.045 1.548 7.659
H 1.127 -2.471 7.007
H 1.835 -2.436 5.390
H 0.089 -2.309 5.582
H 3.245 -0.029 7.598
H 3.076 1.449 6.645
H 3.670 -0.027 5.882
H 0.029 2.526 5.469
H -0.682 3.604 3.390
H -0.453 2.317 1.215
C -3.012 -3.827 1.072
N -2.877 -2.568 0.362
C -3.028 -2.539 -0.981
C -2.760 -1.435 -1.704
C -2.155 -0.353 -1.003
N -1.974 -0.385 0.302
C -2.397 -1.446 1.054
O -2.374 -1.447 2.276
N -1.735 0.747 -1.678
H -3.978 -4.284 0.854
H -2.940 -3.616 2.134
H -2.205 -4.502 0.784
H -3.366 -3.462 -1.431
H -2.845 -1.428 -2.779
H -1.486 0.518 -2.630
H -0.959 1.228 -1.220
O 1.143 -3.745 -2.295
Se 0.981 -2.363 -1.530
O 2.330 -1.640 -0.981
O 0.152 -1.253 -2.379
O 0.103 -2.568 -0.076
C 0.615 1.603 -3.491
N 1.899 1.350 -2.876
C 2.628 0.273 -3.547
C 1.962 1.481 -1.510
O 0.977 1.710 -0.808
N 3.220 1.488 -0.976
C 3.364 1.457 0.466
C 4.396 1.939 -1.689
H 0.776 1.827 -4.549
H 0.133 2.454 -3.015
H -0.024 0.717 -3.425
H 1.936 -0.549 -3.741
H 3.411 -0.122 -2.912
H 3.051 0.644 -4.488
H 2.745 0.663 0.872
H 3.089 2.412 0.929
H 4.402 1.229 0.703
H 4.179 2.111 -2.737
H 5.200 1.202 -1.611
H 4.749 2.883 -1.255
*
```

**Lowest unoccupied orbital energy**: 2.59 eV
**HOMO energy**: -5.1 eV
**Energy**: -127935.855 eV
**Gap between HOMO and LUMO**: 7.68 eV


[2]
Density functional theory data (ωB97M-V/def2-TZVPD) for a molecular structure, C30H48GdP2Se in a non-equilibrium geometry.

Geometry as ORCA input:
```
! wB97M-V def2-TZVPD RIJCOSX def2/J DEFGRID3
* xyz 1 8
Gd 0.294 0.417 -1.598
C 1.104 2.651 1.878
C 0.207 3.216 0.927
C -1.033 2.213 2.598
C 0.339 2.046 2.917
C -1.118 2.916 1.359
C 2.583 2.741 1.879
H 2.960 3.121 0.917
H 3.046 1.753 2.065
H 2.922 3.428 2.681
C 0.886 1.486 4.169
H 1.887 1.908 4.356
H 0.993 0.387 4.105
H 0.207 1.716 5.009
C -2.173 1.797 3.438
H -1.965 2.031 4.492
H -2.365 0.715 3.380
H -3.084 2.331 3.140
C -2.384 3.305 0.676
H -2.852 4.181 1.178
H -3.108 2.465 0.703
H -2.190 3.573 -0.381
C 0.593 4.071 -0.234
H 0.548 5.152 0.046
H -0.099 3.906 -1.081
H 1.633 3.856 -0.536
C 2.450 -2.162 -3.100
C 3.240 -1.075 -3.079
C 3.273 -0.097 -4.189
C 1.851 0.368 -4.654
C 0.763 0.250 -3.607
C -0.158 -0.802 -3.709
C 0.158 -2.106 -4.404
C 1.628 -2.621 -4.248
H 3.784 -0.525 -5.070
H 1.638 -0.161 -5.580
H 3.886 0.768 -3.923
H 2.154 -2.453 -5.194
H 2.401 -2.799 -2.219
H 4.006 -0.990 -2.311
H 1.583 -3.719 -4.187
H -0.510 -2.913 -4.059
H -1.190 -0.782 -3.307
H -0.035 -2.074 -5.490
H 1.911 1.424 -4.922
H 0.448 1.313 -3.317
P 2.075 -0.890 0.186
P -2.490 -0.037 -1.088
C 0.578 -1.734 -0.931
C -0.970 -1.703 -1.035
H 0.856 -2.773 -0.959
H 0.970 -1.427 -1.962
H -1.351 -2.276 -1.894
H -1.392 -2.184 -0.160
C -4.034 -0.809 -0.559
H -4.777 -0.055 -0.252
H -3.855 -1.420 0.337
H -4.525 -1.464 -1.290
C -2.936 0.780 -2.686
H -3.449 0.178 -3.444
H -2.083 1.254 -3.200
H -3.606 1.625 -2.454
C 3.616 -2.033 -0.077
H 4.502 -1.533 0.336
H 3.945 -2.420 -1.050
H 3.495 -2.935 0.528
C 2.602 0.654 -0.911
H 2.180 1.694 -0.736
H 2.631 0.547 -2.016
H 3.657 0.755 -0.644
Se -0.300 -1.474 2.539
C -1.461 -1.954 3.843
C -2.313 -3.078 3.705
C -3.075 -3.491 4.787
C -3.090 -2.753 5.990
C -2.257 -1.623 6.105
C -1.472 -1.213 5.048
H -2.322 -3.599 2.749
H -3.667 -4.400 4.705
H -3.741 -3.049 6.817
H -2.217 -1.054 7.028
H -0.837 -0.331 5.131
*
```

**Lowest unoccupied orbital energy (alpha / beta)**: -4.31 / -4.70 eV
**HOMO energy (alpha / beta)**: -7.8 / -7.8 eV
**Energy**: -136629.035 eV
**Gap between HOMO and LUMO (alpha / beta)**: 3.52 / 3.13 eV


[3]
Density functional theory data (ωB97M-V/def2-TZVPD) for C3H8N2O in the gas phase in a non-equilibrium geometry.

Geometry as ORCA input:
```
! wB97M-V def2-TZVPD RIJCOSX def2/J DEFGRID3
* xyz 0 1
C -0.336 1.304 -1.352
N -0.024 0.329 -0.254
C 1.185 0.210 0.992
C -0.849 -0.732 -0.127
N -0.299 -1.480 0.961
O -1.842 -1.056 -0.759
H -1.203 0.940 -1.937
H -0.617 2.305 -0.996
H 0.488 1.423 -2.065
H 1.634 -0.685 1.510
H 1.998 0.666 0.466
H 0.770 0.790 1.816
H 0.120 -2.341 0.656
H -0.924 -1.594 1.732
*
```

**Lowest unoccupied orbital energy**: 0.75 eV
**HOMO energy**: -8.9 eV
**Energy**: -8266.261 eV
**Gap between HOMO and LUMO**: 9.61 eV
**SMILES**: CN(C)C(N)=O


[4]
Density functional theory data (ωB97M-V/def2-TZVPD) for 2 unconnected molecules or ions with the total composition C24H37O8PS in a non-equilibrium geometry.

Geometry as ORCA input:
```
! wB97M-V def2-TZVPD RIJCOSX def2/J DEFGRID3
* xyz 0 1
C -0.119 1.809 6.148
C -0.428 2.170 4.665
S -2.073 1.520 4.195
C -1.641 -0.230 3.870
C -1.332 -0.505 2.416
C -1.406 -1.706 1.821
C -1.804 -3.005 2.468
O -0.754 -3.943 2.561
C -0.234 -4.382 1.353
C -1.061 -4.679 0.277
C -0.574 -5.090 -0.958
C -1.554 -5.356 -2.083
C 0.806 -5.207 -1.102
C 1.624 -4.946 -0.016
C 1.147 -4.532 1.229
C 2.171 -4.290 2.324
C 2.508 -5.602 3.069
C 1.839 -3.145 3.306
C -1.044 -1.404 0.377
O -1.414 -1.840 -0.652
O -0.157 -0.317 0.484
C -0.879 0.504 1.352
O -1.092 1.650 1.210
H -1.032 1.445 6.619
H 0.605 0.993 6.183
H 0.215 2.692 6.693
H 0.320 1.688 4.029
H -0.379 3.238 4.468
H -0.732 -0.430 4.443
H -2.474 -0.826 4.234
H -2.083 -2.771 3.496
H -2.717 -3.404 2.013
H -2.140 -4.600 0.358
H -1.584 -6.415 -2.336
H -1.295 -4.737 -2.946
H -2.528 -4.992 -1.752
H 1.236 -5.500 -2.054
H 2.698 -5.044 -0.148
H 3.100 -4.006 1.818
H 3.285 -6.155 2.535
H 1.636 -6.249 3.177
H 2.919 -5.396 4.063
H 1.354 -2.324 2.775
H 2.773 -2.815 3.766
H 1.177 -3.539 4.078
C -1.021 1.738 -2.007
C -1.624 2.443 -3.207
O -0.936 3.658 -3.528
P 0.568 3.561 -4.159
O 0.357 3.048 -5.538
O 0.894 5.135 -4.488
C 1.180 5.589 -5.810
C -0.074 6.099 -6.492
O 1.373 3.620 -2.756
C 1.641 4.816 -2.009
C 0.418 5.584 -1.560
H -0.017 1.368 -2.229
H -1.635 0.884 -1.715
H -0.935 2.416 -1.161
H -1.632 1.785 -4.080
H -2.657 2.720 -2.992
H 1.666 4.810 -6.393
H 1.900 6.405 -5.712
H -0.897 5.392 -6.398
H 0.112 6.280 -7.552
H -0.402 7.033 -6.034
H 2.329 5.453 -2.562
H 2.183 4.480 -1.123
H -0.133 6.008 -2.396
H 0.726 6.407 -0.913
H -0.267 4.940 -1.008
*
```

**Lowest unoccupied orbital energy**: -0.36 eV
**HOMO energy**: -8.7 eV
**Energy**: -61992.093 eV
**Gap between HOMO and LUMO**: 8.39 eV
**SMILES**: CCSCC1=C(COc2cc(C)ccc2C(C)C)C(=O)OC1=O.CCOP(=O)(OCC)OCC


[5]
Density functional theory data (ωB97M-V/def2-TZVPD) for a molecular structure, CFN3O2 in a non-equilibrium geometry.

Geometry as ORCA input:
```
! wB97M-V def2-TZVPD RIJCOSX def2/J DEFGRID3
* xyz 0 1
C -1.973 0.019 -0.034
N -0.784 -0.099 0.130
N 0.329 0.608 0.158
N 1.453 0.227 0.003
O -3.108 -0.149 -0.118
O 2.481 0.765 -0.089
F 1.603 -1.372 -0.050
*
```

**Lowest unoccupied orbital energy**: -0.41 eV
**HOMO energy**: -10.8 eV
**Energy**: -12313.682 eV
**Gap between HOMO and LUMO**: 10.38 eV


[6]
Density functional theory data (ωB97M-V/def2-TZVPD) for 2 unconnected molecules or ions with the total composition C28H31F4O8PS in a non-equilibrium geometry.

Geometry as ORCA input:
```
! wB97M-V def2-TZVPD RIJCOSX def2/J DEFGRID3
* xyz 0 1
C -0.905 -1.940 -0.269
C -2.459 -1.912 0.255
F -2.667 -2.523 1.598
C -2.985 -0.346 0.346
C -2.048 0.591 1.312
C -2.120 0.396 2.939
C -1.191 1.297 3.941
C -0.128 2.480 3.402
C 0.708 3.194 4.561
C 1.603 4.502 4.310
C 3.074 4.222 3.561
F 3.690 5.316 2.764
C 3.795 2.916 3.602
F 4.263 2.211 2.351
F 4.129 2.252 4.892
C -0.117 2.672 1.790
C -1.030 1.740 0.738
C -0.800 2.041 -0.894
O -1.802 2.118 -1.769
C 0.811 2.303 -1.270
C 1.721 3.215 -0.198
C 3.314 3.547 -0.413
C 4.011 2.932 -1.771
C 3.147 2.027 -2.884
P 4.166 1.475 -4.408
O 4.675 2.838 -5.106
O 3.331 0.453 -5.535
O 5.653 0.722 -3.792
C 1.530 1.671 -2.641
C 0.688 0.765 -3.727
C 1.014 -0.841 -3.686
C 1.938 -1.336 -2.427
C 2.002 -3.008 -2.419
O 0.676 -3.640 -2.499
C 0.688 -5.038 -2.045
O -0.514 -5.679 -2.062
C 0.821 3.791 1.095
O 0.888 5.100 1.279
H -0.934 -1.758 -1.437
H -0.510 -3.047 -0.066
H -0.180 -1.220 0.301
H -3.163 -2.499 -0.506
H -3.199 0.141 -0.711
H -4.051 -0.406 0.879
H -2.834 -0.435 3.400
H -1.304 1.076 5.108
H -0.055 3.454 5.444
H 1.424 2.369 5.048
H 1.932 4.901 5.390
H 1.042 5.445 3.839
H 3.839 4.216 0.394
H 5.160 3.194 -1.956
H 3.092 1.048 -6.324
H 5.319 -0.043 -3.218
H -0.487 0.872 -3.637
H 0.951 1.221 -4.799
H -0.033 -1.415 -3.661
H 1.548 -1.243 -4.673
H 3.075 -1.002 -2.571
H 1.618 -0.901 -1.379
H 2.587 -3.296 -3.415
H 2.669 -3.423 -1.532
H 1.659 -5.610 -1.704
C -5.086 -5.071 1.590
S -6.457 -4.354 0.651
O -6.007 -3.016 0.145
C -7.526 -4.064 2.082
H -4.273 -5.300 0.897
H -4.733 -4.357 2.338
H -5.418 -5.991 2.075
H -7.020 -3.414 2.800
H -7.775 -5.018 2.551
H -8.443 -3.579 1.738
*
```

**Lowest unoccupied orbital energy**: -1.74 eV
**HOMO energy**: -9.0 eV
**Energy**: -76885.435 eV
**Gap between HOMO and LUMO**: 7.22 eV


[7]
Density functional theory data (ωB97M-V/def2-TZVPD) for C4H5NS in the gas phase in a non-equilibrium geometry.

Geometry as ORCA input:
```
! wB97M-V def2-TZVPD RIJCOSX def2/J DEFGRID3
* xyz 0 1
C -1.381 -0.250 0.186
C -0.256 0.196 -0.777
S -0.460 0.404 -2.371
C 1.108 0.478 -0.190
C 1.506 -0.433 0.943
N 1.705 -1.186 1.817
H -1.098 -0.281 1.264
H -1.758 -1.260 -0.080
H -2.217 0.447 -0.011
H 1.890 0.426 -0.981
H 0.963 1.458 0.200
*
```

**Lowest unoccupied orbital energy**: -0.55 eV
**HOMO energy**: -9.2 eV
**Energy**: -16553.224 eV
**Gap between HOMO and LUMO**: 8.66 eV
**SMILES**: CC(=S)CC#N


[8]
Density functional theory data (ωB97M-V/def2-TZVPD) for a gas-phase ion, C2H5N2S (charge +1) in a non-equilibrium geometry.

Geometry as ORCA input:
```
! wB97M-V def2-TZVPD RIJCOSX def2/J DEFGRID3
* xyz 1 1
C 0.193 -0.886 -0.744
C -0.371 1.097 0.601
N -0.562 0.259 -0.591
N 0.769 -1.522 0.179
S -0.061 0.352 2.219
H 0.400 -1.297 -1.788
H 0.613 1.669 0.307
H -1.332 1.768 0.638
H -1.062 0.732 -1.320
H 1.414 -2.173 0.498
*
```

**Lowest unoccupied orbital energy (alpha / beta)**: -7.60 / -7.16 eV
**HOMO energy (alpha / beta)**: -14.7 / -14.4 eV
**Energy**: -15959.522 eV
**Gap between HOMO and LUMO (alpha / beta)**: 7.14 / 7.26 eV


[9]
Density functional theory data (ωB97M-V/def2-TZVPD) for C6H12N2Si in the gas phase in a non-equilibrium geometry.

Geometry as ORCA input:
```
! wB97M-V def2-TZVPD RIJCOSX def2/J DEFGRID3
* xyz 0 1
C 3.153 0.472 0.761
C 2.361 -0.781 0.351
C 1.100 -0.575 -0.611
Si -0.094 0.848 -0.062
N -1.870 0.435 -0.147
C -2.680 0.244 -1.240
C -3.785 -0.380 -0.783
N -3.667 -0.602 0.530
C -2.536 -0.145 0.910
H 2.610 1.273 1.301
H 3.728 1.046 0.016
H 3.873 0.028 1.542
H 2.029 -1.378 1.178
H 3.094 -1.429 -0.218
H 0.580 -1.529 -0.619
H 1.362 -0.433 -1.660
H 0.268 1.913 -0.971
H -0.055 0.912 1.298
H -2.528 0.601 -2.176
H -4.796 -0.521 -1.293
H -2.148 0.003 1.894
*
```

**Lowest unoccupied orbital energy**: 0.88 eV
**HOMO energy**: -8.8 eV
**Energy**: -17273.841 eV
**Gap between HOMO and LUMO**: 9.69 eV
**SMILES**: CCC[SiH2]n1ccnc1


[10]
Density functional theory data (ωB97M-V/def2-TZVPD) for 9 unconnected molecules or ions with the total composition C42H56Cl16N4O2S2 in a non-equilibrium geometry.

Geometry as ORCA input:
```
! wB97M-V def2-TZVPD RIJCOSX def2/J DEFGRID3
* xyz 0 1
C -3.257 -1.503 -1.947
C -2.312 -0.800 -1.020
O -2.726 -0.155 -0.086
N -0.967 -0.961 -1.236
C -0.444 -1.774 -2.310
N -0.078 -0.101 -0.577
C 0.577 -0.884 0.448
C -0.179 -1.875 1.070
C 0.353 -2.677 2.063
C 1.649 -2.508 2.508
C 2.418 -1.502 1.937
C 3.813 -1.306 2.479
C 3.774 -0.855 3.932
C 4.902 -0.967 4.738
C 4.875 -0.586 6.071
C 3.721 -0.064 6.642
C 2.596 0.068 5.838
C 2.629 -0.317 4.504
C 1.879 -0.723 0.910
S 2.941 0.496 0.225
C 2.049 1.010 -1.203
C 2.833 1.783 -2.043
C 2.303 2.325 -3.193
C 0.964 2.099 -3.436
C 0.153 1.335 -2.598
C -1.293 1.334 -3.061
C -2.113 2.275 -2.151
S -3.894 1.979 -2.344
C -4.491 3.025 -1.096
N -4.404 2.785 0.174
N -4.958 3.877 0.824
C -5.339 4.683 -0.108
O -5.086 4.230 -1.340
C 0.701 0.721 -1.450
H -4.230 -1.043 -1.865
H -3.326 -2.567 -1.733
H -2.955 -1.411 -2.988
H -1.054 -2.643 -2.520
H 0.541 -2.141 -2.027
H -0.306 -1.245 -3.255
H -1.208 -2.061 0.820
H -0.255 -3.448 2.510
H 2.068 -3.115 3.294
H 4.352 -2.250 2.432
H 4.389 -0.552 1.949
H 5.825 -1.356 4.329
H 5.755 -0.687 6.688
H 3.686 0.212 7.683
H 1.683 0.466 6.256
H 1.726 -0.176 3.930
H 3.861 1.964 -1.814
H 2.876 2.924 -3.881
H 0.533 2.552 -4.315
H -1.750 0.360 -3.176
H -1.334 1.797 -4.041
H -1.835 2.097 -1.117
H -1.876 3.289 -2.452
H -5.793 5.637 0.072
Cl 3.766 7.563 -1.802
C 3.982 6.817 -0.196
C 4.663 5.477 -0.281
Cl 3.637 4.234 -1.055
H 3.004 6.738 0.271
H 4.592 7.502 0.392
H 4.891 5.117 0.722
H 5.590 5.540 -0.846
Cl -3.121 1.094 5.521
C -3.110 2.441 4.340
C -2.290 2.116 3.121
Cl -0.544 2.024 3.502
H -2.741 3.325 4.850
H -4.142 2.615 4.049
H -2.412 2.898 2.376
H -2.586 1.172 2.672
Cl -5.880 -2.577 -4.131
C -5.200 -3.524 -5.482
C -4.534 -4.792 -5.016
Cl -3.035 -4.473 -4.096
H -4.506 -2.885 -6.022
H -6.029 -3.770 -6.143
H -4.251 -5.394 -5.878
H -5.191 -5.381 -4.380
Cl 7.817 8.815 -1.233
C 9.031 7.564 -0.866
C 9.136 6.535 -1.961
Cl 7.669 5.530 -2.069
H 8.762 7.106 0.083
H 9.988 8.071 -0.747
H 9.970 5.866 -1.756
H 9.296 6.998 -2.931
Cl 6.506 -0.323 -0.855
C 6.102 -1.342 -2.260
C 6.276 -0.596 -3.557
Cl 5.058 0.690 -3.764
H 5.084 -1.703 -2.137
H 6.779 -2.194 -2.237
H 6.160 -1.277 -4.398
H 7.263 -0.142 -3.615
Cl -4.270 5.624 8.020
C -5.822 5.832 7.169
C -5.964 4.883 6.008
Cl -4.836 5.264 4.683
H -5.890 6.868 6.845
H -6.611 5.642 7.895
H -6.971 4.953 5.599
H -5.786 3.854 6.312
Cl -7.058 -6.213 -3.068
C -6.768 -6.965 -1.475
C -5.982 -8.244 -1.588
Cl -6.918 -9.546 -2.369
H -7.734 -7.123 -1.002
H -6.207 -6.244 -0.883
H -5.714 -8.598 -0.594
H -5.068 -8.095 -2.157
Cl -2.615 -7.877 -1.943
C -1.523 -8.846 -0.919
C -1.435 -10.274 -1.389
Cl -2.967 -11.150 -1.140
H -1.884 -8.786 0.105
H -0.542 -8.378 -0.967
H -0.669 -10.799 -0.821
H -1.184 -10.329 -2.445
*
```

**Lowest unoccupied orbital energy**: 0.37 eV
**HOMO energy**: -7.2 eV
**Energy**: -276547.791 eV
**Gap between HOMO and LUMO**: 7.55 eV
**SMILES**: CC(=O)N(C)N1c2cccc(Cc3ccccc3)c2Sc2cccc(CCSc3nnco3)c21.ClCCCl.ClCCCl.ClCCCl.ClCCCl.ClCCCl.ClCCCl.ClCCCl.ClCCCl


[11]
Density functional theory data (ωB97M-V/def2-TZVPD) for 2 unconnected molecules or ions with the total composition CH5NOS in a non-equilibrium geometry.

Geometry as ORCA input:
```
! wB97M-V def2-TZVPD RIJCOSX def2/J DEFGRID3
* xyz -1 2
S -0.691 -1.092 1.844
H -1.125 -0.189 2.718
H 0.372 -1.488 2.766
C 0.180 0.481 -1.546
N 1.522 0.571 -1.031
O -0.472 1.457 -1.921
H 0.037 -0.543 -1.912
H 1.937 1.460 -0.721
H 1.880 -0.300 -0.504
*
```

**Lowest unoccupied orbital energy (alpha / beta)**: 3.87 / 3.73 eV
**HOMO energy (alpha / beta)**: 0.8 / -5.2 eV
**Energy**: -15489.582 eV
**Gap between HOMO and LUMO (alpha / beta)**: 3.09 / 8.93 eV